C17H20BrOPdSSi | wB97M-V/def2-TZVPD

```
42
Properties=species:S:1:pos:R:3:forces:R:3:mulliken_spin:R:1
Pd 0.06110 0.14200 -0.27680 1.3 -1.1 -0.5 0.20
Br -0.14660 0.15130 2.53480 -0.4 -0.7 0.0 -0.01
C -1.14410 -1.51810 2.61340 0.0 0.4 0.9 0.02
C -1.43520 -2.01940 3.88110 0.9 1.3 -1.0 0.00
C -2.17880 -3.17520 3.99830 -0.9 -1.4 -0.9 0.00
C -2.65520 -3.80910 2.85410 0.2 0.3 1.0 0.00
C -2.39120 -3.29440 1.56660 0.2 0.2 0.3 0.00
C -2.90110 -3.91790 0.41970 -0.2 -0.2 -0.9 0.00
C -2.65360 -3.39200 -0.84090 -0.5 -0.7 0.7 0.00
C -1.86370 -2.26140 -0.98570 0.2 0.4 0.8 0.00
C -1.31220 -1.60920 0.11870 0.7 0.6 -0.9 -0.04
C -1.59540 -2.10660 1.40900 -0.4 -0.7 0.0 0.00
H -1.06410 -1.50250 4.75620 0.0 0.0 0.0 0.00
H -2.38870 -3.58990 4.97910 0.0 0.0 0.0 0.00
H -3.25930 -4.70550 2.94260 0.0 -0.1 0.0 0.00
H -3.49930 -4.81840 0.53490 0.0 0.0 0.0 0.00
H -3.07990 -3.87370 -1.71850 0.0 -0.1 0.0 0.00
H -1.69460 -1.87890 -1.98790 0.0 0.0 0.0 0.00
C 0.55910 3.12590 -2.14590 -0.3 -0.1 0.5 -0.02
Si -0.40710 3.01710 -0.48170 -0.3 -0.2 -0.2 -0.01
C -1.22190 4.78640 -0.41750 0.3 -0.3 0.0 0.00
C 0.93360 3.08880 0.90500 -0.3 -0.2 -0.3 -0.03
C -1.64900 1.62100 -0.29820 1.2 1.0 -0.2 0.05
H 0.95180 4.12650 -2.31800 0.0 0.3 0.1 0.00
H -0.08250 2.86580 -2.98100 -0.2 -0.1 -0.1 0.00
H 1.39440 2.42990 -2.15430 0.1 -0.1 0.1 0.01
H -0.49070 5.55880 -0.64300 0.2 0.3 0.0 0.00
H -1.64370 5.00920 0.55930 -0.1 0.0 0.3 0.00
H -2.01980 4.86790 -1.15130 -0.2 -0.1 -0.2 0.00
H 1.66910 3.87010 0.72280 0.1 0.3 -0.1 0.00
H 1.47030 2.13630 0.94410 0.0 0.2 -0.1 0.02
H 0.49710 3.25980 1.88640 -0.2 0.1 0.3 0.00
H -2.35060 1.51650 -1.12630 0.2 -0.1 -0.1 0.00
H -2.19250 1.61790 0.65230 0.1 -0.1 0.0 0.00
C 1.03510 -1.29490 -2.77910 0.0 0.0 0.0 -0.03
C 0.17400 -0.15870 -2.24300 -0.8 0.8 0.3 0.00
O -0.55010 0.45020 -3.00420 0.3 -0.4 0.0 0.01
H 0.68170 -1.60200 -3.77010 -0.1 0.1 0.1 0.00
H 1.05240 -2.13870 -2.08860 0.0 0.1 0.0 0.00
H 2.05120 -0.91030 -2.87260 0.0 -0.1 0.1 0.02
S 3.55850 0.07480 -0.99340 0.0 -0.1 0.3 0.25
C 2.17890 -0.05470 -0.16960 -1.2 0.5 -0.4 0.55
```
Forces are in eV/Å.

- total energy (eV) = -112232.7335
- frontier orbital gap (alpha / beta) (eV) = 4.0416 / 4.1319
- ⟨S²⟩ = 0.76
- 2S+1 = 2
- net charge = -2